Record 1
DFT (wB97M-V/def2-TZVPD) results for the molecule C3H3N3O2 at a distorted geometry.

Output
SMILES ... O=C(O)c1c[nH]nn1
E_tot ... -11722.0451 eV
LUMO ... 0.2093 eV
HOMO-LUMO gap ... 10.69 eV
F_max ... 5.94 eV Å⁻¹
ΔE to the lowest compared entry with this formula, charge and spin ... 90.2 kcal/mol
Net charge ... 0

Geometry as XYZ:
```
11
Properties=species:S:1:pos:R:3:forces:R:3:lowdin_charge:R:1
O -2.630 1.027 -0.270 3.5 -4.8 -0.1 0.05
C -1.834 0.048 -0.201 -1.4 1.6 2.4 -0.30
O -2.218 -1.278 0.327 3.5 1.4 -1.1 -0.04
C -0.230 0.111 -0.256 -2.8 2.8 1.1 -0.21
C 0.752 1.086 0.225 0.1 -3.5 -2.7 0.07
N 1.879 0.268 0.071 -5.7 0.7 1.1 -0.01
N 1.587 -0.956 -0.167 -0.4 -2.6 -2.4 0.01
N 0.279 -1.076 -0.496 3.5 0.5 2.0 0.04
H -1.297 -1.873 0.447 -3.4 2.5 -0.9 0.17
H 0.926 2.142 0.292 -0.7 0.2 0.2 0.11
H 2.787 0.502 0.028 3.9 1.1 0.5 0.11
```
Forces are in eV/Å.

***

Record 2
DFT (wB97M-V/def2-TZVPD) results for a structure of composition C25H24Cl2GeN2O8Ti at a distorted geometry.

Output
E_tot ... -150347.0026 eV
LUMO ... -1.9270 eV
HOMO-LUMO gap ... 6.23 eV
F_max ... 2.32 eV Å⁻¹
ΔE to the lowest compared entry with this formula, charge and spin ... 0.0 kcal/mol
Net charge ... 0

Geometry as XYZ:
```
63
Properties=species:S:1:pos:R:3:forces:R:3:lowdin_charge:R:1
Ti 0.041 -0.449 0.817 -1.5 -0.2 -1.4 0.97
Cl 6.129 1.294 4.303 0.0 0.0 -0.1 0.68
C 4.829 0.867 3.233 0.4 0.0 -0.2 -0.66
C 5.129 0.514 1.890 0.1 0.0 0.1 -0.05
C 4.144 0.157 1.015 0.2 0.0 -0.1 0.03
C 2.796 0.138 1.434 -0.2 0.1 0.0 -0.28
O 1.858 -0.175 0.609 2.3 0.3 0.2 -0.17
C 2.502 0.496 2.784 0.1 0.0 0.0 -0.12
C 1.187 0.497 3.261 0.0 -0.1 -0.1 -0.11
O 0.159 0.134 2.611 0.3 0.3 1.1 -0.09
C 3.552 0.864 3.670 -0.3 0.0 0.3 -0.05
H 6.164 0.532 1.565 -0.1 0.0 0.1 0.12
H 4.363 -0.122 -0.010 0.0 0.1 0.1 0.13
H 1.019 0.830 4.279 -0.1 0.1 0.2 0.15
H 3.323 1.128 4.701 0.0 0.0 -0.2 0.13
Cl -5.426 3.123 -2.416 0.1 0.0 0.0 0.65
C -3.859 2.642 -1.821 -0.1 0.1 0.0 -0.68
C -2.883 2.234 -2.705 0.3 -0.1 -0.1 -0.10
C -1.633 1.853 -2.218 -0.1 0.0 -0.2 -0.05
C -1.336 1.873 -0.857 0.4 -0.2 0.1 -0.30
C 0.000 1.416 -0.337 -1.0 -0.6 -0.3 -0.13
C -2.342 2.318 0.002 -0.1 0.0 0.1 -0.05
C -3.592 2.695 -0.464 0.0 0.0 0.2 -0.10
H -3.089 2.221 -3.768 0.0 0.0 0.0 0.10
H -0.860 1.554 -2.922 -0.1 0.0 0.0 0.11
H 0.322 2.045 0.493 0.2 0.2 0.1 0.07
H 0.746 1.408 -1.120 0.3 0.1 -0.1 0.06
H -2.144 2.362 1.066 0.0 0.0 0.1 0.12
H -4.364 3.021 0.222 0.1 0.0 0.0 0.11
O -3.904 -1.000 0.102 -0.4 0.1 0.2 0.15
C -2.785 -1.212 -0.257 0.6 0.4 0.7 -0.48
O -1.700 -0.843 0.465 -1.7 -0.4 -1.2 -0.18
C -2.534 -2.001 -1.509 0.5 0.1 0.2 -0.08
C -1.382 -1.859 -2.259 0.0 0.0 0.0 0.06
C -1.156 -2.701 -3.320 0.4 0.0 -0.3 -0.10
C -2.033 -3.702 -3.662 0.1 -0.3 -0.4 0.09
C -3.177 -3.809 -2.910 -0.4 -0.4 0.0 -0.10
C -3.451 -2.974 -1.850 -0.4 -0.1 0.0 0.09
N -4.136 -4.904 -3.232 -0.2 -0.2 -0.1 -0.34
O -3.805 -5.708 -4.088 -0.1 0.5 0.4 0.09
O -5.186 -4.928 -2.616 0.5 0.0 -0.2 0.09
N 0.114 -2.573 -4.088 0.1 0.0 -0.3 -0.33
O 0.255 -3.291 -5.062 -0.1 0.2 0.4 0.09
O 0.934 -1.762 -3.698 -0.4 -0.2 0.0 0.09
H -0.653 -1.116 -2.028 0.4 0.4 0.2 0.11
H -1.833 -4.375 -4.479 0.0 0.0 0.0 0.14
H -4.366 -3.086 -1.289 0.0 0.0 0.1 0.14
C 0.130 -5.208 1.969 0.0 -0.3 0.0 -0.22
Ge 0.196 -3.281 2.255 0.1 -0.3 -0.1 0.75
C 1.639 -2.924 3.531 0.2 0.1 0.0 -0.20
C -1.543 -2.756 2.977 -0.1 -0.1 0.0 -0.21
C 0.561 -2.470 0.494 -0.3 0.5 0.2 -0.30
H -0.051 -5.748 2.907 0.0 0.1 -0.2 0.02
H 1.074 -5.555 1.540 -0.1 0.0 0.0 0.02
H -0.676 -5.446 1.267 0.1 0.0 0.1 0.02
H 1.730 -3.772 4.213 0.0 0.1 0.0 0.02
H 1.466 -2.028 4.131 0.0 -0.1 0.0 0.01
H 2.592 -2.807 3.001 -0.1 0.0 0.1 0.03
H -1.667 -3.175 3.979 0.0 0.0 -0.1 0.03
H -2.333 -3.154 2.335 0.0 0.0 0.1 0.03
H -1.676 -1.682 3.035 -0.1 0.1 0.1 0.00
H -0.100 -2.978 -0.206 -0.1 0.0 -0.1 0.00
H 1.591 -2.634 0.197 0.2 -0.1 0.0 0.01
```
Forces are in eV/Å.

***

Record 3
DFT (wB97M-V/def2-TZVPD) results for the molecule C6H7N at a distorted geometry.

Output
E_tot ... -7822.6088 eV
LUMO ... 0.8706 eV
HOMO-LUMO gap ... 11.38 eV
F_max ... 1.22 eV Å⁻¹
ΔE to the lowest compared entry with this formula, charge and spin ... 70.1 kcal/mol
Net charge ... 0

Geometry as XYZ:
```
14
Properties=species:S:1:pos:R:3:forces:R:3:lowdin_charge:R:1
C 1.340 -0.667 -0.241 0.1 0.0 0.0 -0.06
C 0.237 0.333 0.124 0.0 0.0 0.0 -0.38
C -1.052 0.085 -0.680 -0.1 0.0 0.1 -0.20
C -0.604 0.762 -3.132 -0.2 -0.6 0.9 0.03
N -0.827 0.322 -2.065 0.2 0.6 -1.0 -0.08
C -0.106 0.287 1.550 -0.1 0.0 0.5 -0.12
C -0.440 0.240 2.705 0.1 0.0 -0.4 0.13
H 1.008 -1.692 -0.046 0.0 0.1 0.0 0.09
H 1.597 -0.578 -1.301 -0.1 0.0 0.2 0.07
H 2.239 -0.479 0.352 -0.1 0.0 -0.1 0.08
H 0.582 1.346 -0.121 -0.1 -0.1 0.1 0.15
H -1.408 -0.938 -0.521 0.1 0.1 -0.1 0.13
H -1.838 0.773 -0.355 0.1 -0.1 0.0 0.13
H -0.729 0.206 3.732 0.1 0.0 -0.2 0.03
```
Forces are in eV/Å.

***

Record 4
DFT (wB97M-V/def2-TZVPD) results for a structure of composition C9H32FeN16O11 at a distorted geometry.

Output
E_tot ... -90607.1662 eV
LUMO (alpha / beta) ... -1.8337 / -2.1901 eV
Spin multiplicity ... 5
HOMO-LUMO gap (alpha / beta) ... 7.24 / 6.88 eV
F_max ... 9.67 eV Å⁻¹
ΔE to the lowest compared entry with this formula, charge and spin ... 197.9 kcal/mol
Net charge ... 0

Geometry as XYZ:
```
69
Properties=species:S:1:pos:R:3:forces:R:3:mulliken_spin:R:1
Fe 0.642 -1.097 2.667 -0.4 0.9 -2.9 3.80
C 0.634 -0.007 0.284 -0.9 -0.5 -0.1 -0.03
O 1.369 0.220 1.214 6.6 3.2 6.3 0.11
O 0.599 0.709 -0.696 -0.9 0.7 -3.1 0.01
O -0.039 -1.002 0.603 -4.2 -3.9 -0.8 0.06
C 0.435 3.226 -3.392 0.2 1.2 -0.6 0.00
O 0.137 4.295 -3.835 -1.1 3.2 -0.9 0.00
N 0.683 3.040 -2.129 0.4 -0.8 3.6 0.00
N 0.652 2.241 -4.232 0.4 -2.6 -1.9 0.00
H 0.756 2.113 -1.735 0.1 0.3 0.1 0.00
H 0.481 3.801 -1.496 0.0 -0.1 -0.3 0.00
H 0.418 2.535 -5.169 0.0 -0.6 0.0 0.00
H 0.639 1.269 -3.959 -0.2 0.4 -0.5 0.00
C -0.501 3.684 1.919 1.2 3.2 2.8 0.00
O -0.996 4.556 2.570 -2.0 1.9 2.3 0.00
N -0.934 3.267 0.830 -4.2 -2.9 -6.8 0.00
N 0.689 3.245 2.111 5.5 -1.9 2.9 0.00
H -1.659 3.810 0.384 0.1 -0.5 -0.3 0.00
H -0.375 2.551 0.388 -0.8 0.2 -0.9 0.00
H 1.115 2.503 1.575 0.0 0.1 0.3 0.00
H 1.095 3.444 3.014 0.1 -0.1 -0.2 0.00
C -2.539 -3.228 0.199 1.9 -1.9 -0.2 0.00
O -2.995 -2.592 1.078 -2.4 2.9 3.1 0.00
N -3.064 -4.249 -0.383 -4.0 -3.4 -1.8 0.00
N -1.289 -3.177 -0.154 4.5 1.6 -0.5 0.00
H -2.480 -4.831 -0.967 -0.9 0.0 0.1 0.00
H -4.017 -4.452 -0.119 0.2 -0.5 -0.5 0.00
H -0.798 -3.768 -0.810 -0.5 0.3 0.3 0.00
H -0.827 -2.337 0.162 0.6 -0.1 -0.3 -0.01
C 1.996 -3.757 1.013 0.8 -0.5 1.3 0.00
O 1.940 -2.860 1.854 -0.9 1.8 1.8 0.02
N 2.387 -4.994 1.293 -0.1 -0.7 0.0 0.00
N 1.797 -3.584 -0.261 -0.8 1.6 -2.0 0.00
H 2.371 -5.497 0.417 0.6 -1.4 1.2 0.00
H 2.610 -5.296 2.230 -0.1 -0.2 -0.5 0.00
H 1.563 -2.630 -0.497 -0.2 -0.3 -0.7 0.00
H 1.842 -4.333 -0.937 0.0 0.6 -0.1 0.00
C -3.306 0.736 -0.938 -3.0 -0.5 2.4 0.00
O -4.364 1.167 -1.326 -2.0 0.3 0.0 0.00
N -2.207 1.003 -1.461 6.1 2.6 -5.3 0.00
N -3.027 0.052 0.172 -1.8 -1.2 2.8 0.00
H -1.321 0.671 -1.105 0.0 0.6 -0.3 0.00
H -2.268 1.733 -2.156 0.6 -0.3 -0.3 0.00
H -3.808 -0.087 0.797 0.4 -0.9 -0.1 0.00
H -2.189 -0.513 0.184 -0.5 -0.1 0.6 -0.01
C 0.748 -1.851 -3.587 1.0 3.3 0.4 0.00
O 0.792 -2.664 -4.406 1.8 -3.6 -6.2 0.00
N 1.232 -0.576 -3.488 0.7 1.0 -0.4 0.00
N 0.071 -2.149 -2.543 -2.4 -0.2 5.2 0.00
H 1.951 -0.127 -4.038 -0.1 -0.6 -0.1 0.00
H 0.882 -0.058 -2.696 0.6 0.1 0.1 0.00
H -0.589 -2.901 -2.683 -0.1 0.6 0.4 0.00
H -0.033 -1.356 -1.926 -1.2 -0.8 0.8 0.00
C 4.473 1.993 0.762 5.9 3.3 0.3 0.00
O 5.479 2.743 0.809 -1.2 -1.0 0.3 0.00
N 4.387 0.786 1.180 1.4 -5.4 3.1 0.00
N 3.383 2.252 0.195 -5.6 3.6 -3.5 0.00
H 5.086 0.479 1.841 -0.3 -0.2 -0.1 0.00
H 3.449 0.413 1.168 0.5 -0.7 0.6 0.00
H 2.637 1.577 0.283 -0.4 0.7 -0.6 0.01
H 3.277 3.156 -0.244 -0.3 -0.3 0.0 0.00
C -1.927 0.715 3.632 1.3 0.3 -2.2 0.00
O -0.794 0.344 3.222 1.1 -0.9 -0.3 0.04
N -2.637 1.652 3.029 -0.6 0.7 0.1 0.00
N -2.469 0.163 4.668 -1.1 -1.1 2.4 0.00
H -3.356 2.095 3.584 0.0 0.1 -0.5 0.00
H -2.483 1.964 2.081 0.4 0.0 0.0 0.00
H -1.956 -0.575 5.129 -0.5 0.2 0.1 0.00
H -3.449 0.347 4.830 0.3 -0.5 0.4 0.00
```
Forces are in eV/Å.